The following is a DFT calculation (wB97M-V/def2-TZVPD) of a cluster of 11 separate species, H22O11 in total.

Its molar mass is 198.16 g/mol. The energy above the lowest of the compared OMol25 structures with the same formula, charge and spin comes out at 441.8 kJ/mol. The calculation puts the frontier orbital gap at 9.9 eV. Its structure (SMILES) is O.O.O.O.O.O.O.O.O.O.O. As for the LUMO energy: -0.09 eV.

```
! RIJCOSX wB97M-V def2-TZVPD def2/J DEFGRID3
* xyz 0 1
O 0.881 -0.130 -0.534
H 0.356 0.623 -0.831
H 1.715 0.200 -0.119
O -3.247 2.769 -1.303
H -3.499 1.933 -1.730
H -2.814 3.202 -2.098
O -2.091 -0.910 -1.208
H -2.246 -1.813 -1.009
H -2.394 -0.636 -2.123
O -3.533 1.191 1.554
H -2.895 1.350 2.194
H -4.033 2.030 1.766
O 0.961 3.395 2.468
H 1.779 2.845 2.245
H 0.960 4.218 2.009
O 4.198 -2.098 -0.136
H 4.831 -1.296 -0.259
H 4.664 -2.911 -0.009
O -0.106 -2.502 -1.854
H 0.569 -2.393 -1.184
H -0.919 -2.711 -1.263
O 4.566 2.829 -2.129
H 4.804 3.156 -2.966
H 3.613 2.725 -2.198
O -1.299 -3.781 1.116
H -1.518 -4.281 1.894
H -1.837 -2.908 1.089
O -4.695 -0.213 -0.024
H -5.034 -1.023 0.411
H -3.880 -0.147 0.397
O 4.283 -0.659 2.123
H 4.005 0.071 1.598
H 4.437 -1.373 1.617
*
```

natural (NBO) population analysis, charges in e, atoms 1 to 8: number 1, O, carries -0.944; number 2, H, carries 0.482; number 3, H, carries 0.463; number 4, O, carries -0.928; number 5, H, carries 0.471; number 6, H, carries 0.457; number 7, O, carries -0.937; number 8, H, carries 0.451

=====

The following is a DFT calculation (wB97M-V/def2-TZVPD) of a cluster of 11 separate species, H22O11 in total.

Its molar mass is 198.17 g/mol. The energy above the lowest of the compared OMol25 structures with the same formula, charge and spin comes out at 65.8 kJ/mol. The calculation puts the frontier orbital gap at 10.8 eV. Its structure (SMILES) is O.O.O.O.O.O.O.O.O.O.O. As for the LUMO energy: 0.18 eV.

```
! RIJCOSX wB97M-V def2-TZVPD def2/J DEFGRID3
* xyz 0 1
O -0.350 -0.470 0.803
H -0.339 0.491 0.892
H -0.184 -0.623 -0.141
O -0.640 3.639 -0.336
H -1.369 4.103 -0.761
H -0.419 2.873 -0.920
O -0.600 -3.789 -2.057
H 0.107 -3.097 -1.992
H -0.171 -4.646 -1.959
O -2.917 0.691 0.517
H -2.703 0.148 1.289
H -3.882 0.711 0.484
O 0.766 -2.355 2.859
H 0.693 -1.966 1.971
H 1.711 -2.400 3.041
O -0.456 1.195 -1.601
H -1.346 0.808 -1.459
H -0.185 0.877 -2.472
O -2.517 -1.897 -1.082
H -1.895 -2.636 -1.230
H -2.496 -1.751 -0.131
O 2.510 1.369 1.641
H 1.623 1.133 1.948
H 2.518 2.335 1.664
O 0.008 3.306 2.400
H -0.255 3.362 1.459
H 0.085 4.221 2.689
O 0.826 -1.415 -2.187
H 1.072 -1.658 -3.092
H 1.643 -1.049 -1.781
O 2.986 -0.694 -0.497
H 3.460 -1.018 0.275
H 2.715 0.205 -0.235
*
```

natural (NBO) population analysis, charges in e, atoms 1 to 8: number 1, O, carries -0.977; number 2, H, carries 0.480; number 3, H, carries 0.497; number 4, O, carries -0.995; number 5, H, carries 0.480; number 6, H, carries 0.511; number 7, O, carries -0.986; number 8, H, carries 0.499

=====

The following is a DFT calculation (wB97M-V/def2-TZVPD) of a cluster of 11 separate species, H22O11 in total.

Its molar mass is 198.16 g/mol. The energy above the lowest of the compared OMol25 structures with the same formula, charge and spin comes out at 419.6 kJ/mol. The calculation puts the frontier orbital gap at 10.4 eV. Its structure (SMILES) is O.O.O.O.O.O.O.O.O.O.O. As for the LUMO energy: -0.56 eV.

```
! RIJCOSX wB97M-V def2-TZVPD def2/J DEFGRID3
* xyz 0 1
O -0.179 -0.589 0.100
H 0.106 -0.002 0.810
H 0.480 -0.458 -0.591
O 2.512 2.172 -1.993
H 2.271 1.440 -1.414
H 3.473 2.124 -2.043
O 3.752 -1.723 -2.361
H 3.858 -0.782 -2.545
H 4.539 -1.953 -1.854
O -1.701 -2.399 1.496
H -0.976 -2.478 0.866
H -2.036 -3.299 1.581
O 1.963 -0.516 0.916
H 2.614 0.130 0.621
H 2.467 -1.118 1.476
O -5.055 -0.606 -2.030
H -4.337 -0.165 -1.561
H -4.885 -0.408 -2.958
O 1.260 1.523 2.280
H 1.345 1.049 1.445
H 1.406 0.845 2.949
O -2.204 1.795 -0.066
H -2.849 1.844 -0.781
H -2.469 2.498 0.537
O -0.680 4.078 0.451
H -1.203 3.594 1.100
H -0.284 3.388 -0.093
O -0.489 -1.938 -1.604
H 0.055 -1.995 -0.810
H 0.142 -2.015 -2.328
O 0.372 -1.640 2.885
H -0.368 -2.247 2.989
H 0.234 -1.248 2.015
*
```

natural (NBO) population analysis, charges in e, atoms 1 to 8: number 1, O, carries -0.932; number 2, H, carries 0.467; number 3, H, carries 0.474; number 4, O, carries -0.918; number 5, H, carries 0.452; number 6, H, carries 0.467; number 7, O, carries -0.935; number 8, H, carries 0.465

=====

The following is a DFT calculation (wB97M-V/def2-TZVPD) of a cluster of 11 separate species, H22O11 in total.

Its molar mass is 198.17 g/mol. The energy above the lowest of the compared OMol25 structures with the same formula, charge and spin comes out at 111.1 kJ/mol. The calculation puts the frontier orbital gap at 10.1 eV. Its structure (SMILES) is O.O.O.O.O.O.O.O.O.O.O. As for the LUMO energy: 0.00 eV.

```
! RIJCOSX wB97M-V def2-TZVPD def2/J DEFGRID3
* xyz 0 1
O -3.127 1.656 0.102
H -3.846 1.555 0.735
H -2.999 0.770 -0.264
O -0.409 1.877 2.012
H -0.695 1.063 2.450
H -1.129 2.502 2.161
O -3.566 -1.555 1.166
H -4.398 -1.800 0.747
H -2.944 -1.464 0.434
O 2.916 -1.025 0.863
H 3.753 -1.171 1.316
H 3.141 -0.458 0.099
O 0.102 -0.507 -0.413
H -0.326 -0.060 0.331
H 0.588 -1.234 -0.007
O 1.022 0.776 -2.975
H 0.587 0.206 -2.326
H 1.781 1.141 -2.491
O -2.785 -0.728 -1.904
H -3.161 -1.594 -2.095
H -1.832 -0.884 -1.818
O 2.894 -2.835 -1.555
H 2.158 -3.450 -1.635
H 2.656 -2.247 -0.819
O 0.795 2.583 -0.516
H 0.211 3.050 -1.122
H 0.237 2.374 0.252
O -0.346 -0.816 3.041
H -0.152 -1.725 3.292
H -0.421 -0.336 3.876
O 3.232 1.076 -1.064
H 3.695 1.911 -1.188
H 2.370 1.346 -0.685
*
```

natural (NBO) population analysis, charges in e, atoms 1 to 8: number 1, O, carries -0.958; number 2, H, carries 0.468; number 3, H, carries 0.486; number 4, O, carries -0.964; number 5, H, carries 0.490; number 6, H, carries 0.483; number 7, O, carries -0.946; number 8, H, carries 0.468

=====

The following is a DFT calculation (wB97M-V/def2-TZVPD) of a cluster of 11 separate species, H22O11 in total.

Its molar mass is 198.17 g/mol. The energy above the lowest of the compared OMol25 structures with the same formula, charge and spin comes out at 284.0 kJ/mol. The calculation puts the frontier orbital gap at 10.6 eV. Its structure (SMILES) is O.O.O.O.O.O.O.O.O.O.O. As for the LUMO energy: -0.20 eV.

```
! RIJCOSX wB97M-V def2-TZVPD def2/J DEFGRID3
* xyz 0 1
O 1.301 0.609 -2.318
H 1.514 1.389 -2.775
H 1.762 0.377 -1.523
O -4.262 0.775 0.957
H -3.475 0.803 1.489
H -4.357 1.332 0.193
O 3.367 -1.070 -0.890
H 2.961 -1.958 -0.956
H 4.161 -1.378 -1.353
O 1.962 -3.915 -0.079
H 2.174 -4.633 0.523
H 1.133 -3.602 0.290
O 0.631 -2.223 -2.111
H 0.617 -2.873 -2.832
H 1.019 -1.593 -2.752
O -1.532 0.108 -1.302
H -0.756 -0.381 -1.559
H -1.836 0.830 -1.846
O -0.861 3.715 -0.141
H -0.343 2.973 0.092
H -0.307 4.445 0.149
O 3.431 -1.165 1.835
H 2.909 -1.875 2.155
H 3.086 -0.715 1.061
O 0.136 1.379 2.854
H 1.040 1.694 2.838
H 0.174 0.432 2.745
O -3.608 3.655 -0.852
H -2.686 3.424 -1.001
H -3.426 4.320 -0.182
O -2.038 -1.709 2.719
H -1.208 -1.971 2.334
H -2.683 -1.198 2.235
*
```

natural (NBO) population analysis, charges in e, atoms 1 to 8: number 1, O, carries -0.991; number 2, H, carries 0.487; number 3, H, carries 0.505; number 4, O, carries -0.982; number 5, H, carries 0.479; number 6, H, carries 0.502; number 7, O, carries -0.973; number 8, H, carries 0.500

=====

The following is a DFT calculation (wB97M-V/def2-TZVPD) of a cluster of 11 separate species, H22O11 in total.

Its molar mass is 198.17 g/mol. The energy above the lowest of the compared OMol25 structures with the same formula, charge and spin comes out at 177.7 kJ/mol. The calculation puts the frontier orbital gap at 9.8 eV. Its structure (SMILES) is O.O.O.O.O.O.O.O.O.O.O. As for the LUMO energy: -0.18 eV.

```
! RIJCOSX wB97M-V def2-TZVPD def2/J DEFGRID3
* xyz 0 1
O -2.947 1.501 -0.607
H -3.139 0.931 -1.339
H -3.775 1.775 -0.280
O -1.731 -1.413 0.367
H -1.521 -1.277 -0.592
H -1.810 -0.599 0.839
O 0.309 -3.458 1.093
H 1.197 -3.196 0.760
H -0.254 -2.674 1.140
O -1.668 3.430 -2.013
H -2.201 2.780 -1.566
H -1.736 4.189 -1.467
O 2.982 -0.002 1.016
H 2.226 -0.288 1.592
H 3.778 -0.142 1.530
O 0.454 1.251 -2.768
H 0.640 0.318 -2.868
H 0.462 1.227 -1.800
O 2.335 -2.215 -0.605
H 2.535 -1.543 0.046
H 3.185 -2.450 -1.050
O 0.716 -0.826 2.260
H -0.080 -0.251 2.377
H 0.982 -0.981 3.157
O 0.026 0.960 -0.128
H -0.898 1.001 -0.368
H 0.179 0.063 0.119
O -0.741 -1.390 -2.140
H -1.242 -1.320 -2.917
H -0.281 -2.224 -2.173
O 0.962 2.029 2.899
H 0.201 2.242 3.404
H 0.841 2.554 2.078
*
```

natural (NBO) population analysis, charges in e, atoms 1 to 8: number 1, O, carries -0.950; number 2, H, carries 0.489; number 3, H, carries 0.489; number 4, O, carries -0.987; number 5, H, carries 0.502; number 6, H, carries 0.461; number 7, O, carries -0.992; number 8, H, carries 0.485

=====

The following is a DFT calculation (wB97M-V/def2-TZVPD) of a cluster of 11 separate species, H22O11 in total.

Its molar mass is 198.16 g/mol. The energy above the lowest of the compared OMol25 structures with the same formula, charge and spin comes out at 631.1 kJ/mol. The calculation puts the frontier orbital gap at 7.3 eV. Its structure (SMILES) is O.O.O.O.O.O.O.O.O.O.O. As for the LUMO energy: -0.42 eV.

```
! RIJCOSX wB97M-V def2-TZVPD def2/J DEFGRID3
* xyz 0 1
O -0.685 0.091 -1.102
H -0.321 -0.757 -1.380
H 0.079 0.576 -0.769
O -0.892 -0.023 3.317
H -1.406 0.765 3.528
H -1.540 -0.633 2.946
O -0.233 -3.787 -0.127
H 0.248 -2.978 -0.336
H -0.218 -4.287 -0.951
O -0.569 -0.805 0.439
H -0.234 -0.248 1.151
H -1.506 -0.585 0.390
O 0.352 -1.721 -3.780
H 0.828 -1.396 -4.553
H -0.362 -1.086 -3.660
O -1.183 1.660 1.702
H -1.367 1.282 0.834
H -1.289 2.609 1.571
O -4.724 0.138 -1.645
H -5.220 0.033 -0.826
H -4.372 1.034 -1.592
O 3.602 3.595 -0.687
H 3.226 3.630 -1.573
H 2.862 3.332 -0.128
O 4.879 -0.982 -0.228
H 5.236 -1.240 -1.085
H 4.164 -0.373 -0.446
O -1.266 3.333 -0.467
H -0.587 3.714 0.102
H -0.824 3.221 -1.317
O 0.819 -1.830 2.759
H 1.098 -1.268 3.490
H 0.699 -2.697 3.163
*
```

natural (NBO) population analysis, charges in e, atoms 1 to 8: number 1, O, carries -0.949; number 2, H, carries 0.488; number 3, H, carries 0.462; number 4, O, carries -0.944; number 5, H, carries 0.474; number 6, H, carries 0.472; number 7, O, carries -0.938; number 8, H, carries 0.477